DFT (the ωB97M-V functional and the def2-TZVPD basis) results for C17H3Cl5F5N3O4STc as an isolated structure.

Structure (XYZ):
```
39
Properties=species:S:1:pos:R:3
Tc -0.765 -0.234 -0.404
Cl -4.106 -6.264 -2.111
C -3.039 -4.929 -1.962
C -3.172 -4.050 -0.893
Cl -4.386 -4.279 0.296
C -2.301 -2.975 -0.795
Cl -2.432 -1.874 0.564
C -1.288 -2.734 -1.721
O -0.444 -1.719 -1.615
C -1.167 -3.635 -2.790
Cl 0.076 -3.352 -3.936
C -2.031 -4.715 -2.908
Cl -1.863 -5.796 -4.227
F 2.137 3.957 4.289
C 1.796 2.879 3.596
C 0.530 2.337 3.745
F -0.337 2.897 4.585
C 0.180 1.206 3.032
F -1.023 0.674 3.242
C 1.065 0.615 2.140
S 0.571 -0.842 1.261
C 2.337 1.158 2.034
F 3.244 0.577 1.244
C 2.714 2.283 2.747
F 3.939 2.777 2.635
N 2.562 0.496 -1.642
C 1.534 1.304 -1.357
O 0.330 0.818 -1.598
C 1.676 2.596 -0.892
C 2.978 3.124 -0.684
N 4.035 3.553 -0.522
C 0.528 3.399 -0.665
N -0.405 4.051 -0.490
H 3.513 0.788 -1.495
H 2.363 -0.417 -2.014
O -1.450 1.447 0.674
C -2.372 1.631 -0.169
O -2.514 0.734 -1.053
H -3.009 2.515 -0.140
```

The value obtained for the energy relative to the best compared isomer or geometry (same formula, charge and spin) is 0.0 kcal/mol. The spin multiplicity is 2. The calculation puts the LUMO energy (spin up / spin down) at -0.1061 / -0.0879 Ha. The gap between HOMO and LUMO (spin up / spin down) comes out at 6.01 / 6.52 eV. The total energy comes out at -119570.3040 eV. As for the charge: 0.